# 1
A molecular structure, C47H35AsN8O10ReSSe, computed with ωB97M-V/def2-TZVPD.

Calculated values
HOMO-LUMO gap (alpha / beta) in eV: 6.624 / 6.896
⟨S²⟩: 0.7559
Spin multiplicity: 2
ΔE to the lowest compared entry with this formula, charge and spin in eV: 1.330
Electronic energy in hartree: -8115.5354
HOMO level (alpha / beta) in eV: -13.89 / -13.95
Net charge: +2

Geometry (Å):
C (-4.9886, 4.7648, -0.5436)
C (-0.3247, 3.5233, 3.4718)
C (2.3145, 4.1693, -0.8078)
C (-3.5209, 3.7899, -2.1901)
C (-4.5646, 0.7297, 5.1128)
C (1.0672, -0.2773, 3.8024)
H (1.8103, -2.9616, 3.3362)
C (-5.3540, 0.5969, -0.3226)
H (2.8893, -2.8608, -1.5734)
H (1.0178, 4.2678, 4.9670)
C (1.5857, -4.2615, -0.5752)
C (2.0944, -2.2361, 2.5777)
H (-6.3542, -1.3416, -2.9358)
Se (-2.1745, -2.3903, -2.4786)
H (-4.2098, -1.2110, 4.2606)
C (-4.3647, -1.2434, -2.1138)
H (2.0200, 0.2443, 3.9048)
H (2.1578, -2.7446, 1.6146)
N (5.0798, -4.2967, -1.8874)
C (-4.0602, -0.1447, 4.1600)
C (-0.3622, -1.7322, 2.4348)
C (-4.3506, 2.0975, 4.9955)
H (-4.5367, 4.3129, 1.5100)
C (1.4387, 2.0851, -1.6159)
H (-7.2504, 0.3296, -1.3347)
C (1.0649, -1.1213, 2.5355)
C (-6.2088, 0.0422, -1.3045)
N (3.1281, 4.6300, -3.6765)
C (0.4772, 4.4897, 4.0567)
S (3.4412, 4.3942, -5.2342)
O (5.9929, -5.0839, -1.9324)
C (-3.3533, 0.3466, 3.0731)
H (-3.4481, 3.6640, 3.8380)
O (5.0949, -3.1586, -2.3200)
H (0.9067, -0.9184, 4.6654)
H (-0.4397, 2.5527, 3.9394)
C (-3.4647, -0.6051, -1.1870)
O (1.2707, -0.2478, 1.3948)
C (-0.1275, 6.0475, 2.3170)
H (2.0670, -0.5324, 0.9240)
C (-4.6203, 4.5759, -1.8682)
Re (-0.4161, -0.3763, -0.2090)
O (3.3648, -8.5076, 0.2462)
H (3.0773, -1.8310, 2.8293)
H (1.1512, -1.8435, -5.0544)
C (1.3171, 2.5430, 0.6268)
O (0.7940, -2.0476, -0.4659)
C (-4.0229, 0.2911, -0.2656)
H (2.8109, 5.1128, -0.9936)
C (1.2209, 1.0986, -2.6432)
N (1.0783, 1.7264, -0.3796)
N (-3.8166, -2.1834, -2.8776)
O (-0.7464, -2.4674, 3.2969)
N (2.4276, -7.7629, 0.4193)
H (-4.7422, 2.7724, 5.7444)
H (-3.4094, 0.6706, 0.5195)
H (0.2844, -2.0097, -2.7852)
O (-1.0782, -1.3141, 1.4109)
As (-2.1402, 2.4749, 1.5040)
H (-2.9560, -0.3378, 2.3366)
C (3.7353, -6.0282, -0.7443)
H (1.0369, 2.1885, 1.6077)
H (0.5353, -5.8787, 0.3856)
C (1.9196, 3.7889, 0.4549)
C (-3.6357, 2.5991, 3.9209)
C (0.5689, 5.7525, 3.4809)
C (0.6442, -1.0579, -3.1318)
C (-4.2566, 4.1674, 0.4729)
O (-1.2237, 1.3295, 0.6677)
C (-5.7299, -0.8766, -2.1856)
H (2.0855, 4.4272, 1.3108)
C (2.5140, 3.5486, -3.2316)
H (-3.2398, 3.6422, -3.2244)
C (1.7178, 1.2899, -3.9385)
C (3.8271, -4.7456, -1.2492)
O (1.4047, -8.0170, 1.0161)
H (-5.1304, 0.3449, 5.9505)
C (0.4365, -3.3095, -0.5083)
H (-1.9426, 2.5456, -1.4105)
H (-5.8500, 5.3722, -0.3011)
C (2.0839, 3.2996, -1.8779)
O (-0.7157, -3.6997, -0.5154)
H (-5.7673, 1.2750, 0.4136)
C (2.3362, 2.5589, -4.2393)
C (-0.9165, 5.0773, 1.7146)
N (2.8225, 2.9238, -5.4119)
C (2.7750, -3.8533, -1.1641)
C (-1.0068, 3.8163, 2.2932)
N (0.6195, -0.0452, -2.2671)
H (0.2634, 0.4597, 3.7622)
C (-3.1472, 1.7169, 2.9584)
C (-2.7893, 3.1822, -1.1821)
C (2.5425, -6.4021, -0.1524)
H (-1.4749, 5.3040, 0.8142)
C (1.6534, 0.2388, -4.8535)
H (2.0334, 0.3812, -5.8565)
C (-3.1642, 3.3764, 0.1423)
H (-0.0653, 7.0352, 1.8800)
C (1.1520, -0.9680, -4.4213)
H (4.5631, -6.7197, -0.8118)
N (-2.1686, -1.0117, -1.2897)
H (-5.1930, 5.0449, -2.6571)
H (1.1779, 6.5146, 3.9488)
C (1.4598, -5.5483, -0.0675)

---

# 2
A molecular structure, C47H37BrI2N3OP2Yb, computed with ωB97M-V/def2-TZVPD.

Calculated values
HOMO-LUMO gap (alpha / beta) in eV: 6.303 / 4.837
⟨S²⟩: 0.7825
Spin multiplicity: 2
ΔE to the lowest compared entry with this formula, charge and spin in eV: 3.306
Electronic energy in hartree: -7063.0248
HOMO level (alpha / beta) in eV: -12.63 / -12.61
Net charge: +2

Geometry (Å):
C (13.9914, 17.1333, 12.7467)
C (14.0084, 11.2490, 10.7171)
C (10.5151, 15.6978, 15.7634)
C (6.4850, 16.1056, 7.1835)
C (8.5506, 16.5723, 6.0738)
H (16.5430, 17.8636, 12.6740)
I (7.6849, 17.6051, 12.8935)
H (5.6241, 11.6102, 12.3982)
C (8.5820, 18.0098, 11.0466)
C (8.5491, 15.1702, 7.9859)
C (13.0204, 9.2318, 8.5043)
C (12.1438, 16.5776, 14.1663)
C (7.8961, 11.9262, 9.8108)
H (14.8119, 10.7983, 10.1070)
C (12.9222, 11.9225, 10.1499)
H (6.7145, 13.7769, 12.9695)
C (11.0992, 18.0472, 15.7763)
C (13.7779, 8.1138, 8.1619)
N (13.0104, 16.3381, 13.1260)
C (14.8125, 8.1997, 7.2986)
H (6.5595, 10.3844, 10.3476)
H (12.2674, 9.2557, 9.2877)
C (7.1526, 16.7298, 6.1751)
H (6.6435, 17.3201, 5.4069)
H (11.2088, 12.7632, 12.9294)
C (11.9637, 12.5440, 11.0027)
H (10.7996, 13.4164, 7.0864)
C (12.0510, 12.3547, 12.3636)
C (17.2288, 16.6648, 10.9702)
H (10.9929, 12.8490, 10.5664)
I (9.1540, 21.7952, 9.1815)
C (11.9280, 17.8621, 14.6922)
H (15.1909, 14.4897, 9.3470)
C (14.9876, 16.6525, 11.8256)
H (9.1900, 12.5706, 7.1935)
H (11.8493, 14.4703, 14.5548)
H (13.3225, 11.7404, 14.0731)
H (10.3580, 15.7395, 6.9190)
H (9.0112, 17.1391, 5.2392)
H (10.7770, 10.8370, 7.5811)
C (16.3171, 17.0840, 11.9386)
C (10.7294, 17.7427, 9.8261)
C (14.1105, 11.1499, 12.1275)
C (9.2713, 15.8390, 6.9727)
C (9.1862, 19.6964, 9.5061)
H (15.4101, 7.2825, 7.0917)
P (12.7205, 12.0762, 8.3318)
C (6.9806, 13.2777, 12.0124)
C (12.7086, 17.6061, 8.5857)
H (8.2356, 14.9334, 11.3535)
H (12.4228, 18.6976, 14.1931)
H (13.5780, 7.0885, 8.6099)
C (6.4087, 12.0400, 11.7128)
C (11.2097, 19.3800, 8.0674)
H (10.5885, 11.2009, 9.2354)
C (15.1810, 9.4277, 6.7355)
C (15.5462, 15.2861, 10.0287)
C (13.1515, 11.7061, 12.9654)
H (14.1279, 18.1790, 13.1531)
O (10.2169, 16.3447, 11.7167)
H (14.6041, 11.4766, 6.4947)
C (9.8445, 17.3188, 10.9187)
Yb (12.3058, 15.4209, 11.2039)
C (13.3380, 10.4404, 7.9178)
H (18.2109, 17.1194, 10.9727)
C (8.2122, 19.1317, 10.2897)
H (16.0180, 9.6006, 6.1032)
H (9.8265, 14.8667, 16.0970)
C (14.3790, 10.5075, 6.9801)
C (10.4069, 18.9795, 9.1936)
C (10.1310, 12.9041, 7.7924)
C (8.3241, 13.2244, 10.0357)
H (13.5754, 17.0664, 8.3288)
H (17.5264, 15.3200, 9.2819)
Br (8.8600, 17.3018, 17.4092)
C (12.4482, 18.7950, 7.9103)
C (10.8562, 11.6833, 8.2739)
C (11.5058, 15.4925, 14.7740)
H (7.2700, 19.6448, 10.4265)
N (11.9019, 17.0819, 9.5753)
P (9.5988, 14.1476, 9.0674)
H (11.0326, 19.0409, 16.2566)
C (7.1548, 15.3015, 8.0982)
H (10.9342, 20.2458, 7.4457)
C (7.8947, 13.8912, 11.1520)
C (10.2958, 16.9936, 16.2463)
H (14.9579, 10.5462, 12.5376)
N (14.6465, 15.7360, 10.9013)
H (13.2007, 19.1953, 7.2644)
H (6.6024, 14.8092, 8.8961)
H (5.3668, 16.2360, 7.3031)
H (8.1859, 11.3007, 8.9569)
C (16.8412, 15.7309, 9.9729)
C (6.9180, 11.3367, 10.6286)

---

- Look up the ⟨S²⟩ of the second one.
  0.7825